DFT (ωB97M-V/def2-TZVPD) results for 12 unconnected molecules or ions with the total composition C43H120N12O13 at a distorted geometry.

XYZ file:
```
188
Properties=species:S:1:pos:R:3:forces:R:3:mulliken_charge:R:1
C 0.8582 -5.0829 -0.9579 0.9 -0.9 2.0 0.50
O 1.0884 -4.2725 -0.0955 0.2 2.2 1.5 -0.62
N 1.4255 -6.3036 -0.7974 0.3 -1.6 -0.2 -0.42
N 0.0448 -4.8450 -1.9624 -0.2 0.9 -1.3 -0.18
H 1.5947 -6.8799 -1.5968 0.0 -0.3 -0.1 0.18
H 2.0085 -6.4567 0.0300 -0.5 0.4 -0.8 0.27
H -0.4507 -5.5568 -2.4146 -0.6 -0.9 -0.7 0.21
H -0.2905 -3.8979 -2.0180 -0.5 0.3 -0.1 0.04
C -3.0085 -4.1004 -0.3749 -0.9 -0.2 -0.6 0.65
C -4.1657 -4.1845 -1.4120 0.3 -0.1 2.0 -0.75
O -4.8770 -5.4240 -1.3472 0.3 0.3 -0.1 -0.63
O -3.4634 -4.0904 0.9591 -0.6 -0.1 -0.1 -0.48
H -2.4046 -3.2373 -0.5768 0.2 0.7 -0.2 -0.45
H -2.3707 -4.9332 -0.5641 0.6 -1.0 0.0 0.33
H -3.7043 -4.1273 -2.3838 -0.1 0.2 -0.5 0.48
H -4.8579 -3.3663 -1.1796 0.0 0.1 -0.5 0.17
H -5.3291 -5.4354 -0.4980 0.0 0.0 0.0 0.34
H -2.6877 -4.1771 1.5458 0.2 -0.2 -0.2 0.22
C 3.9684 -4.0805 -1.5201 0.8 -0.9 0.1 -0.72
C 5.4677 -4.3566 -1.7585 -0.2 1.0 0.2 0.48
C 5.7998 -4.0554 -3.2119 -0.5 -0.9 0.1 -0.68
O 7.0444 -4.6740 -3.4792 -0.3 0.5 -0.1 -0.39
C 7.3327 -4.6044 -4.8444 0.2 -0.4 -0.5 -0.77
N 6.3121 -3.5530 -0.8252 -0.7 0.3 -0.9 -0.51
H 3.3671 -4.6808 -2.2473 0.3 0.8 0.5 0.34
H 3.7564 -3.0051 -1.5518 -0.1 -0.3 -0.1 -0.34
H 3.7490 -4.4756 -0.5253 -0.4 0.3 0.0 0.30
H 5.6984 -5.4041 -1.5682 -0.3 -0.3 -0.3 0.25
H 5.8581 -2.9852 -3.4403 -0.1 0.1 0.2 0.31
H 4.9770 -4.5057 -3.8548 0.9 0.3 0.5 0.36
H 6.7012 -5.2987 -5.4033 -0.3 0.0 -0.1 0.30
H 8.3383 -4.9810 -4.9601 0.4 0.2 -0.2 0.29
H 7.2149 -3.6031 -5.2937 0.2 -0.2 0.4 0.28
H 7.2525 -3.9105 -0.8223 0.2 -0.1 0.2 0.24
H 5.9259 -3.5452 0.1071 0.1 -0.2 0.1 0.21
C 3.3177 5.5230 0.1181 0.2 0.4 1.7 -1.80
C 3.6702 4.1128 -0.2352 0.1 -0.6 -0.8 2.67
C 2.6925 3.5903 -1.2276 -1.7 -0.5 -1.8 -1.29
O 1.3556 3.5899 -0.7392 0.6 -0.6 1.0 0.25
C 0.3474 4.0141 -1.5989 1.4 0.8 -0.6 -1.01
N 4.9010 4.1017 -1.0264 0.8 1.0 0.6 -0.78
H 3.8762 5.7322 1.0505 -0.3 0.4 -0.3 0.41
H 2.2531 5.6383 0.3369 0.2 -0.1 0.0 0.32
H 3.6360 6.2494 -0.6188 0.0 0.0 -0.4 0.43
H 3.6948 3.4513 0.6492 0.1 0.3 -0.1 -0.60
H 2.9119 2.5604 -1.6094 0.2 0.6 0.4 -0.37
H 2.7777 4.2676 -2.1103 -0.2 -0.3 0.4 0.57
H 0.2564 3.3924 -2.4783 -0.2 -0.5 -0.3 0.31
H 0.6197 5.0137 -1.9792 -0.5 0.0 0.1 0.45
H -0.5452 4.0133 -1.0219 -0.9 0.2 0.3 0.11
H 5.5573 4.7536 -0.5938 -0.1 0.0 -0.2 0.30
H 5.3718 3.2305 -0.9160 0.1 -0.8 0.1 -0.10
C 1.5318 -2.5340 -5.1409 -0.4 0.8 0.0 -1.17
C 1.4167 -1.3764 -6.1327 0.5 -0.6 -0.4 0.49
C 1.1817 -0.0371 -5.4378 -2.2 -0.7 0.2 -0.35
O -0.1420 -0.0401 -4.7644 1.4 -0.3 -1.1 -0.40
C -0.5915 1.2334 -4.3860 -0.3 -0.1 1.9 -0.48
N 2.7041 -1.3357 -6.8900 -0.4 -0.7 1.0 -0.76
H 1.7526 -3.4164 -5.7074 -0.1 -0.7 -0.1 0.45
H 0.6179 -2.6262 -4.5513 0.0 -0.2 -0.1 0.22
H 2.3438 -2.3644 -4.4406 0.3 0.1 0.2 0.15
H 0.6073 -1.6612 -6.8669 0.7 0.7 0.7 0.30
H 1.1942 0.7252 -6.2060 0.0 0.6 0.0 0.38
H 1.9375 0.1201 -4.6798 0.4 0.2 0.2 0.05
H -0.8071 1.9136 -5.1894 0.2 0.3 -0.8 0.52
H 0.1403 1.7249 -3.6732 -0.8 -0.4 -0.7 -0.07
H -1.5787 1.0697 -3.8709 1.0 0.2 -0.2 0.15
H 2.7726 -0.5675 -7.5132 -0.2 0.8 -0.7 0.27
H 3.4897 -1.2317 -6.2523 -0.2 -0.1 0.1 0.22
C -1.2536 -1.6490 2.7066 0.6 -1.2 -0.4 -0.66
C -1.3848 -3.0670 3.4156 0.2 2.7 -1.0 0.09
C -2.7627 -3.3893 3.9347 0.6 -0.8 0.5 0.33
O -3.2582 -2.6206 5.0034 0.2 0.2 0.8 -0.33
C -2.4503 -2.5759 6.2155 -0.8 0.1 -1.4 -0.84
N -1.0112 -4.0751 2.4608 0.0 0.0 -1.2 -0.48
H -0.2507 -1.4939 2.2376 -0.5 -0.5 0.4 0.20
H -1.3083 -0.8731 3.4249 -0.3 0.8 0.9 0.10
H -1.9675 -1.4415 1.9030 -0.2 -0.3 0.2 0.14
H -0.6655 -3.0368 4.1957 0.6 0.0 1.2 0.78
H -2.6157 -4.4582 4.2333 -0.8 0.3 -0.1 0.33
H -3.4563 -3.2866 3.0982 -0.2 -0.2 0.3 -0.66
H -2.1015 -3.5726 6.5057 -0.1 0.0 0.0 0.33
H -3.1111 -2.1466 6.9779 0.3 -0.2 -0.1 0.27
H -1.6022 -1.9221 6.0222 0.2 0.0 0.3 0.27
H -0.3928 -4.7758 2.8245 0.0 -0.4 0.3 0.27
H -0.4564 -3.5771 1.7811 0.2 -0.4 -0.6 -0.26
C 4.7843 0.2974 -1.1894 -0.7 0.5 -0.8 1.00
C 6.2458 0.7726 -1.3100 0.4 0.1 0.0 -0.26
C 6.9112 1.0957 0.0197 -0.9 -0.2 1.3 -1.04
O 6.0994 2.0330 0.7367 -0.1 -0.6 -1.5 0.15
C 6.6487 2.4223 1.9391 0.6 0.4 0.1 -0.82
N 7.0145 -0.2846 -1.9918 0.4 1.1 -0.3 -0.60
H 4.2000 0.6880 -0.3313 0.8 -0.5 0.0 -0.30
H 4.8292 -0.8091 -1.2751 -0.5 0.6 0.4 -0.49
H 4.1659 0.7033 -2.0401 0.8 -0.7 0.4 -0.14
H 6.3171 1.6903 -1.9122 -0.1 -0.3 -0.1 0.53
H 7.9227 1.5041 0.0025 0.2 0.0 -0.7 0.47
H 6.9897 0.1600 0.6143 -0.1 0.2 -0.1 0.43
H 7.4116 3.2269 1.8647 -0.4 -0.2 -0.2 0.25
H 7.1415 1.5695 2.3764 0.1 -0.4 0.7 0.42
H 5.8024 2.7442 2.5115 -0.2 0.3 0.8 0.07
H 7.0784 -1.1108 -1.4019 0.1 0.0 -0.1 0.22
H 7.9487 0.1080 -2.1703 -0.4 -0.7 0.1 0.30
C -3.7361 4.3406 -1.7858 0.8 -0.7 0.0 -0.86
C -3.8915 5.7795 -2.2177 1.7 0.3 -1.2 0.55
C -3.9889 5.9449 -3.7548 -1.1 -0.6 0.0 -0.90
O -2.9860 5.2688 -4.4286 1.7 -1.0 -0.6 -0.16
C -2.9518 5.3582 -5.8613 -0.1 -0.7 0.9 -0.87
N -4.9999 6.4658 -1.6291 -1.3 -0.1 -0.7 -0.79
H -4.3940 3.6751 -2.3679 0.1 0.1 0.3 0.33
H -3.9657 4.2795 -0.7154 -0.1 -0.2 -0.1 0.34
H -2.6794 3.9867 -1.8980 -0.9 0.2 -0.1 -0.09
H -2.9645 6.2953 -1.9160 -0.3 0.1 0.0 0.27
H -4.0342 6.9930 -4.0503 0.0 0.2 0.2 0.36
H -4.8940 5.4273 -4.0840 -0.8 0.4 0.2 0.32
H -2.0012 4.9397 -6.1745 0.0 -0.4 0.1 0.23
H -2.8850 6.3834 -6.1142 -0.4 1.3 -0.6 0.38
H -3.7706 4.8404 -6.4205 0.3 0.4 0.8 0.30
H -5.7945 5.8382 -1.5938 -0.4 -0.1 -0.7 0.28
H -4.8645 6.5498 -0.6627 0.8 0.7 1.7 0.27
C -2.6409 1.9216 3.0522 -0.4 -0.3 -1.4 -0.53
C -3.2230 2.6099 4.2524 -0.2 -1.5 -0.7 0.75
C -2.1251 3.0762 5.1854 -1.3 0.9 -0.1 -0.29
O -2.6841 3.6115 6.3826 0.6 0.7 -0.9 -0.44
C -3.1173 2.7044 7.3599 -0.5 0.8 -0.1 -0.73
N -4.1659 3.5969 3.7357 -0.4 -0.6 2.1 -0.62
H -2.2727 2.6866 2.3493 0.4 -0.3 0.2 0.24
H -3.4235 1.3856 2.4957 -0.1 0.3 0.2 0.46
H -1.9104 1.1427 3.2253 0.4 0.2 0.3 -0.69
H -3.7887 1.8142 4.7553 -0.2 0.3 0.3 0.19
H -1.6168 3.8674 4.6163 0.2 0.2 0.6 0.01
H -1.4280 2.2993 5.4336 0.4 -0.7 0.0 0.38
H -3.4226 3.3792 8.1505 -0.3 -0.3 0.4 0.29
H -2.3333 2.0800 7.7310 0.8 -0.6 0.2 0.31
H -3.9636 2.0935 7.0500 -0.1 -0.1 -0.1 0.30
H -4.3156 4.2856 4.4512 -0.3 0.4 0.1 0.27
H -3.9059 4.0383 2.8983 0.7 0.5 -1.1 0.19
C -5.6685 -1.1876 1.2730 -0.1 -0.5 0.1 -1.16
C -6.3644 -2.5144 1.4740 -1.4 -1.4 -0.8 1.71
C -7.2611 -2.5024 2.7072 1.0 0.7 0.8 -0.95
O -7.8163 -3.7169 3.1501 -0.3 -0.6 -0.5 -0.38
C -6.9315 -4.7529 3.5699 -1.0 -0.3 -0.4 -0.44
N -7.1768 -2.8258 0.2527 0.7 1.5 0.0 -0.72
H -4.9582 -1.0653 2.0862 0.3 0.3 -0.1 0.13
H -6.3541 -0.3224 1.2674 0.1 -0.4 -0.1 0.44
H -5.1800 -1.3050 0.3089 0.4 0.5 0.0 0.24
H -5.6617 -3.3554 1.5030 0.3 0.5 0.3 -0.67
H -8.1172 -1.8902 2.3900 0.1 0.1 0.7 0.36
H -6.6735 -2.0416 3.5603 -0.7 -0.2 -0.6 0.29
H -7.5870 -5.6137 3.8581 0.5 0.8 0.0 0.25
H -6.3403 -4.3990 4.4091 0.3 -0.2 0.2 0.24
H -6.3043 -5.1350 2.7539 0.2 0.3 0.1 0.14
H -7.7473 -1.9925 0.0441 0.1 -0.7 0.0 0.30
H -7.7758 -3.6133 0.4016 -0.4 -0.3 0.2 0.24
C 2.3276 2.8712 4.9811 -1.0 1.0 -0.2 -1.74
C 1.9937 3.1948 3.4755 -0.6 -0.3 1.4 1.25
C 1.0230 2.1586 2.9630 0.8 -0.5 -1.0 0.74
O 1.5235 0.8282 3.0735 0.0 -0.2 -0.5 -0.49
C 2.5836 0.5756 2.1352 -0.4 0.8 0.2 -0.64
N 1.4272 4.4949 3.1110 0.2 -1.4 0.0 -0.39
H 2.5891 1.8335 5.1103 0.6 -0.3 -0.3 0.37
H 1.4863 2.9617 5.7119 0.2 0.4 -0.8 0.24
H 3.1138 3.5501 5.2972 0.3 -0.1 0.3 0.46
H 2.9372 3.1733 2.9479 0.3 -0.5 -0.3 -0.49
H 0.8705 2.4149 1.9080 -0.3 -0.2 -0.1 0.02
H 0.0554 2.1974 3.4599 0.1 0.0 0.3 -0.72
H 2.7036 -0.5154 2.0139 -0.5 0.6 -0.4 0.52
H 3.5253 0.9195 2.5450 0.5 0.2 0.2 0.42
H 2.4146 1.2266 1.2247 0.1 -1.3 0.4 -0.05
H 2.1086 5.1720 3.3541 0.0 1.2 0.4 0.31
H 0.5271 4.6007 3.5431 -0.1 0.6 0.4 0.17
C 1.1323 -1.2702 -1.2866 -0.5 1.0 -0.9 -0.38
C -0.3199 -1.2721 -0.9264 -0.9 0.3 -0.8 2.78
C -0.7486 0.1001 -0.4404 3.2 0.4 0.6 -0.64
O -2.0349 0.0050 -0.0723 -3.2 0.9 0.4 1.11
C -2.8100 1.1832 -0.3053 -1.2 -1.6 -0.4 -0.78
N -1.1903 -1.7048 -2.0374 0.6 -0.5 -0.3 -0.56
H 1.2374 -0.5944 -2.1762 0.3 -0.3 0.7 0.06
H 1.4222 -2.2573 -1.5959 0.6 -0.4 0.2 -0.37
H 1.6555 -0.8661 -0.4112 0.4 -0.3 -0.4 -0.06
H -0.5037 -2.0059 -0.1694 0.0 -0.3 0.9 -1.07
H -0.5121 0.8401 -1.2452 -0.5 -0.3 0.3 0.03
H -0.1362 0.4227 0.4677 -0.3 -0.3 -0.9 -0.53
H -2.4840 2.0394 0.2472 0.4 0.5 0.4 0.06
H -3.8677 0.9412 -0.0480 0.8 0.2 0.1 0.12
H -2.8171 1.3791 -1.3739 0.2 0.3 -0.3 0.27
H -2.1811 -1.5606 -1.8295 0.6 0.2 -0.3 0.11
H -0.8957 -1.3531 -2.9494 -0.3 0.2 0.3 0.09
```
Positions in Å, forces in eV/Å.

As for the energy relative to the best compared isomer or geometry (same formula, charge and spin): 1.7786 eV. The value obtained for the total energy is -91029.694 eV. The highest occupied orbital energy is -8.64 eV. The gap between HOMO and LUMO is 9.1568 eV. The strongest force on any atom is 3.33 eV Å⁻¹.